Entry 1:
Molecular formula: C52H93IN2O11S2
Method: DFT, ωB97M-V with the def2-TZVPD basis set

The value obtained for the maximum force is 0.99 eV Å⁻¹. The energy is -110700.1588 eV. As for the structure (SMILES): CCN(CC)C(=S)SCCCc1ccc2c(c1CON=O)C(=O)c1cc(CCCI)cc(CCO)c1C2=O.CCOCC.CCOCC.CCOCC.CCOCC.CCOCC.CCOCC. The calculation puts the HOMO-LUMO gap at 7.775 eV.

Geometry as ORCA input:
```
! RIJCOSX wB97M-V def2-TZVPD def2/J DEFGRID3
* xyz 0 1
C -1.36 -4.20 -2.29
C -0.06 -4.99 -2.37
N 0.95 -4.29 -3.16
C 2.34 -4.81 -3.03
C 2.47 -6.28 -2.69
C 0.62 -4.16 -4.53
S 0.13 -5.39 -5.47
S 0.92 -2.60 -5.24
C 0.72 -1.39 -3.89
C 0.66 -0.01 -4.54
C -0.19 1.06 -3.84
C 0.04 1.26 -2.36
C -0.75 0.55 -1.45
C -0.64 0.71 -0.09
C 0.32 1.59 0.40
C 1.12 2.32 -0.48
C 0.99 2.17 -1.87
C 1.86 2.93 -2.83
O 1.53 4.31 -2.88
N 2.73 5.11 -2.94
O 2.83 5.64 -3.97
C 2.10 3.24 0.19
O 2.34 4.35 -0.18
C 2.73 2.66 1.40
C 4.08 2.86 1.66
C 4.64 2.28 2.79
C 6.10 2.49 3.09
C 6.30 3.47 4.27
C 6.28 4.91 3.78
I 4.42 5.90 4.20
C 3.83 1.54 3.64
C 2.47 1.37 3.43
C 1.65 0.57 4.40
C 1.44 -0.88 3.96
O 2.60 -1.45 3.38
C 1.93 1.93 2.27
C 0.51 1.77 1.86
O -0.42 1.78 2.63
H -1.58 -3.64 -3.19
H -2.19 -4.86 -2.05
H -1.28 -3.53 -1.43
H -0.29 -5.99 -2.75
H 0.33 -5.06 -1.36
H 2.84 -4.62 -3.98
H 2.87 -4.20 -2.30
H 1.80 -6.90 -3.28
H 3.48 -6.61 -2.92
H 2.30 -6.46 -1.64
H -0.23 -1.62 -3.42
H 1.50 -1.50 -3.15
H 0.29 -0.15 -5.55
H 1.69 0.36 -4.62
H -1.23 0.77 -3.95
H 0.01 1.99 -4.36
H -1.50 -0.11 -1.87
H -1.27 0.16 0.60
H 1.73 2.56 -3.84
H 2.92 2.79 -2.60
H 4.66 3.45 0.96
H 6.58 2.92 2.22
H 6.58 1.53 3.29
H 7.23 3.25 4.78
H 5.50 3.29 4.98
H 6.47 4.97 2.71
H 7.04 5.48 4.29
H 4.27 1.10 4.53
H 0.67 1.00 4.54
H 2.18 0.55 5.34
H 0.59 -0.98 3.30
H 1.23 -1.45 4.86
H 2.46 -1.59 2.44
C -7.47 -4.90 -2.35
C -6.35 -5.29 -1.40
O -5.18 -4.50 -1.53
C -5.33 -3.12 -1.29
C -5.83 -2.78 0.11
H -7.13 -4.95 -3.38
H -8.32 -5.58 -2.22
H -7.83 -3.89 -2.16
H -6.04 -6.31 -1.62
H -6.70 -5.29 -0.36
H -5.98 -2.67 -2.05
H -4.34 -2.68 -1.43
H -6.82 -3.19 0.29
H -5.88 -1.70 0.24
H -5.15 -3.20 0.86
C -1.71 5.55 -3.53
C -0.90 5.42 -4.80
O -1.66 4.99 -5.93
C -2.73 5.83 -6.31
C -2.32 7.24 -6.69
H -2.20 4.60 -3.29
H -1.07 5.83 -2.70
H -2.50 6.30 -3.61
H -0.13 4.67 -4.67
H -0.38 6.36 -5.03
H -3.50 5.85 -5.53
H -3.18 5.34 -7.18
H -1.87 7.77 -5.85
H -3.18 7.81 -7.02
H -1.58 7.22 -7.49
C -11.81 -6.77 -3.50
C -10.55 -7.54 -3.82
O -9.77 -7.87 -2.69
C -10.39 -8.68 -1.71
C -10.85 -10.04 -2.22
H -11.57 -5.85 -2.96
H -12.34 -6.50 -4.42
H -12.50 -7.34 -2.88
H -9.90 -6.93 -4.45
H -10.78 -8.44 -4.40
H -11.23 -8.14 -1.25
H -9.64 -8.82 -0.93
H -11.61 -9.95 -3.00
H -11.27 -10.62 -1.41
H -10.01 -10.58 -2.65
C -2.67 -4.56 5.02
C -1.89 -5.76 4.50
O -1.08 -5.48 3.37
C -0.07 -4.50 3.56
C 0.94 -4.85 4.64
H -3.29 -4.14 4.23
H -3.31 -4.86 5.85
H -2.01 -3.77 5.38
H -2.59 -6.53 4.16
H -1.30 -6.21 5.30
H -0.53 -3.52 3.76
H 0.44 -4.42 2.60
H 0.48 -4.93 5.62
H 1.71 -4.08 4.69
H 1.42 -5.81 4.41
C 0.38 6.63 1.36
C -0.36 6.48 0.04
O -1.52 7.27 -0.08
C -1.33 8.67 0.01
C -0.41 9.24 -1.05
H -0.28 6.39 2.20
H 1.23 5.95 1.38
H 0.76 7.64 1.51
H -0.70 5.45 -0.07
H 0.32 6.67 -0.80
H -0.98 8.95 1.02
H -2.33 9.11 -0.10
H 0.60 8.84 -0.97
H -0.35 10.33 -0.95
H -0.79 9.00 -2.05
C 12.07 1.70 7.34
C 11.20 1.71 6.09
O 10.09 2.58 6.16
C 10.39 3.96 6.35
C 11.24 4.56 5.24
H 11.48 1.45 8.21
H 12.87 0.97 7.23
H 12.53 2.68 7.52
H 10.78 0.71 5.94
H 11.81 1.92 5.20
H 10.86 4.11 7.33
H 9.43 4.46 6.37
H 12.23 4.09 5.18
H 11.39 5.62 5.42
H 10.76 4.43 4.27
*
```

Löwdin population analysis, charges in e, atoms 1 to 8:
1 C -0.071
2 C -0.271
3 N -0.231
4 C -0.234
5 C -0.090
6 C -1.180
7 S 0.708
8 S 0.940



Entry 2:
Molecular formula: C52H93N11O4S2
Method: DFT, ωB97M-V with the def2-TZVPD basis set

The value obtained for the maximum force is 4.02 eV Å⁻¹. The energy is -101681.3129 eV. The calculation puts the HOMO-LUMO gap at 10.525 eV.

Geometry as ORCA input:
```
! RIJCOSX wB97M-V def2-TZVPD def2/J DEFGRID3
* xyz 0 1
C 5.04 1.92 4.91
C 3.86 1.15 5.62
C 2.61 1.87 5.17
S 2.95 2.33 3.44
O 2.80 3.75 3.39
O 2.27 1.45 2.53
C 4.71 2.01 3.40
H 5.92 1.31 5.10
H 5.23 2.92 5.30
H 4.01 1.10 6.69
H 3.76 0.13 5.26
H 2.45 2.85 5.63
H 1.67 1.30 5.18
H 5.25 2.82 2.93
H 4.87 1.08 2.89
C 1.98 -6.20 0.01
C 2.39 -4.98 -0.97
C 3.30 -5.56 -2.10
S 4.41 -6.63 -1.14
O 5.46 -5.80 -0.66
O 4.65 -7.83 -1.84
C 3.31 -6.91 0.32
H 1.31 -6.93 -0.46
H 1.45 -5.75 0.84
H 2.90 -4.26 -0.31
H 1.51 -4.46 -1.36
H 3.86 -4.82 -2.67
H 2.77 -6.24 -2.78
H 3.86 -6.53 1.19
H 3.23 -8.00 0.37
C -2.31 3.50 3.49
C -1.61 4.63 4.24
C -0.43 5.38 3.56
C -0.83 5.95 2.25
N -1.11 6.31 1.19
H -2.70 3.85 2.54
H -3.15 3.09 4.08
H -1.60 2.69 3.30
H -1.27 4.32 5.24
H -2.37 5.41 4.42
H 0.47 4.77 3.48
H -0.19 6.26 4.21
C 1.45 -3.37 -4.75
C 0.26 -4.31 -4.97
C -0.94 -3.89 -4.08
C -1.42 -2.56 -4.43
N -1.90 -1.52 -4.73
H 2.31 -3.72 -5.33
H 1.75 -3.24 -3.70
H 1.19 -2.40 -5.18
H 0.54 -5.33 -4.74
H -0.04 -4.28 -6.02
H -0.61 -3.91 -3.04
H -1.73 -4.65 -4.22
C -2.90 4.43 -1.06
C -1.98 4.59 -2.31
C -0.77 5.59 -2.00
C -1.30 6.96 -1.81
N -1.66 8.05 -1.62
H -3.33 5.36 -0.73
H -2.31 3.98 -0.25
H -3.73 3.75 -1.29
H -2.50 4.95 -3.19
H -1.58 3.60 -2.55
H -0.01 5.58 -2.79
H -0.31 5.30 -1.06
C 3.09 -3.11 2.95
C 2.09 -2.26 3.70
C 1.16 -1.48 2.77
C 0.24 -0.61 3.46
N -0.52 0.03 4.02
H 3.71 -3.71 3.64
H 3.71 -2.49 2.30
H 2.54 -3.79 2.30
H 2.65 -1.51 4.26
H 1.55 -2.90 4.39
H 0.62 -2.24 2.21
H 1.79 -0.95 2.07
C -5.37 -1.70 -2.61
C -6.06 -2.27 -1.35
C -6.89 -1.19 -0.67
C -7.43 -1.64 0.63
N -7.71 -2.00 1.71
H -4.79 -2.48 -3.12
H -4.65 -0.95 -2.27
H -6.07 -1.27 -3.33
H -5.25 -2.42 -0.63
H -6.60 -3.22 -1.45
H -7.76 -0.92 -1.30
H -6.32 -0.28 -0.48
C -0.06 1.68 -4.98
C -1.38 2.00 -5.59
C -1.55 3.37 -6.26
C -0.81 3.54 -7.52
N -0.20 3.70 -8.49
H 0.76 1.75 -5.71
H -0.07 0.70 -4.53
H 0.13 2.39 -4.16
H -2.20 1.88 -4.88
H -1.55 1.25 -6.37
H -1.22 4.15 -5.54
H -2.59 3.60 -6.50
C 3.33 6.51 -1.75
C 2.65 6.18 -0.43
C 2.67 4.70 -0.08
C 2.06 3.86 -1.09
N 1.54 3.21 -1.88
H 4.37 6.14 -1.74
H 3.32 7.60 -1.88
H 2.78 6.07 -2.58
H 1.59 6.53 -0.38
H 3.17 6.73 0.36
H 2.20 4.40 0.86
H 3.74 4.47 0.01
C 4.17 0.10 -0.46
C 4.15 -1.34 -0.96
C 5.33 -2.16 -0.39
C 6.64 -1.67 -0.96
N 7.66 -1.31 -1.31
H 5.10 0.57 -0.79
H 4.16 0.13 0.64
H 3.32 0.69 -0.81
H 4.20 -1.39 -2.05
H 3.19 -1.79 -0.66
H 5.39 -3.23 -0.58
H 5.33 -2.02 0.71
C -0.25 1.33 0.39
C -1.09 1.22 -0.89
C -1.42 -0.20 -1.28
C -0.29 -1.08 -1.42
N 0.66 -1.71 -1.54
H 0.74 0.85 0.37
H -0.85 0.92 1.20
H -0.12 2.40 0.60
H -0.56 1.68 -1.73
H -2.06 1.70 -0.81
H -1.92 -0.23 -2.25
H -2.12 -0.59 -0.54
C -2.24 -3.74 0.72
C -1.28 -4.89 1.05
C -1.97 -6.08 1.69
C -2.79 -6.83 0.75
N -3.35 -7.46 -0.03
H -2.64 -3.37 1.66
H -3.06 -3.99 0.05
H -1.69 -2.89 0.31
H -0.57 -4.52 1.80
H -0.69 -5.24 0.20
H -2.61 -5.83 2.55
H -1.14 -6.70 2.09
C -6.33 0.89 3.77
C -4.89 0.42 3.99
C -4.21 -0.29 2.76
C -4.21 0.60 1.58
N -4.19 1.33 0.71
H -6.31 1.66 2.99
H -6.62 1.46 4.67
H -7.07 0.11 3.56
H -4.78 -0.26 4.83
H -4.29 1.29 4.23
H -4.83 -1.18 2.54
H -3.18 -0.61 2.95
*
```

Löwdin population analysis, charges in e, atoms 1 to 8:
1 C -0.188
2 C -0.193
3 C -0.213
4 S 0.652
5 O -0.325
6 O -0.326
7 C -0.207
8 H 0.105